No. 1
DFT (ωB97M-V/def2-TZVPD) results for an isolated molecule of C6H13NO.

```
21
Properties=species:S:1:pos:R:3:forces:R:3:lowdin_charge:R:1
C 1.97930 -0.60969 0.39492 0.4 -0.5 0.2 -0.2564
C 2.47140 -1.87471 1.10646 0.1 0.3 -0.1 -0.1163
C 0.48572 -0.65229 0.18597 -0.4 0.5 0.1 -0.2521
N -0.00468 0.63256 -0.31763 0.5 -0.1 -0.3 -0.0405
C -1.70250 1.99621 -1.39471 0.2 0.3 -0.7 -0.0469
C -1.35319 0.63507 -0.80235 -0.5 -0.2 0.6 -0.4027
C -2.38924 0.32256 0.27457 0.1 0.1 0.5 -0.2259
O -2.17364 0.43393 1.45652 -0.1 0.0 -0.3 0.0558
H 2.23092 0.24928 1.02911 0.0 0.0 -0.3 0.1103
H 2.48637 -0.50281 -0.56177 0.1 0.2 -0.1 0.1051
H 2.09857 -1.88360 2.12719 -0.1 -0.2 0.1 0.0683
H 3.56095 -1.91541 1.16850 -0.1 0.0 -0.1 0.0677
H 2.12463 -2.76855 0.58714 0.0 -0.1 0.1 0.0704
H 0.17152 -1.42681 -0.52385 0.3 0.0 0.0 0.1269
H 0.02950 -0.88185 1.15020 -0.2 -0.2 0.1 0.1101
H 0.12004 1.34775 0.38841 -0.1 0.0 0.0 0.1166
H -1.25947 2.09485 -2.39136 0.0 0.0 0.2 0.0812
H -1.27098 2.77662 -0.76426 -0.1 0.0 0.0 0.0840
H -2.76959 2.21522 -1.50767 0.1 -0.3 0.2 0.0797
H -1.44988 -0.17807 -1.52531 0.0 0.1 -0.3 0.1401
H -3.38575 -0.01026 -0.08007 0.0 0.0 -0.1 0.1246
```
Positions in Å, forces in eV/Å.

Relative energy (zero: lowest compared OMol25 entry of this formula, charge and spin) in kcal/mol: 27.60
E in Eh: -366.38992
SMILES string: CCCN[C@H](C)C=O
HOMO-LUMO gap in eV: 9.8



No. 2
DFT (ωB97M-V/def2-TZVPD) results for a structure of composition C6H13NO in a non-equilibrium geometry.

```
21
Properties=species:S:1:pos:R:3:forces:R:3:lowdin_charge:R:1
C 0.38617 -1.43055 1.53860 -0.7 -1.7 0.1 -0.1905
O 0.49499 -1.36748 0.11558 -0.2 0.5 1.7 0.0645
C -0.89704 -0.77828 2.09284 -1.2 2.3 -0.6 -0.2053
C -0.81689 0.78159 2.28640 1.4 -0.7 -1.0 -0.0916
H 1.24579 -0.97246 2.03507 0.3 0.3 -0.4 0.1483
H 0.32749 -2.49516 1.83859 0.4 0.4 -0.5 0.1330
H -1.22820 -1.14368 3.06767 0.6 -0.8 -0.2 0.1205
H -1.74264 -0.97054 1.39129 0.6 -0.1 0.5 0.1240
H -1.78336 1.12276 2.65261 0.2 0.2 0.0 0.0753
H -0.60161 1.22837 1.27178 -0.3 -0.1 1.1 0.0597
H 0.02758 1.07504 2.98403 -1.1 -0.3 -0.7 0.0977
C 0.33726 0.32737 -2.75208 -0.9 -1.6 -1.3 -0.1974
C -0.02779 -0.93400 -3.02449 -0.5 -0.5 -0.3 0.0807
C 0.99698 1.94485 -1.28017 -0.3 -0.2 0.0 0.1150
N 0.72094 0.70397 -1.45284 -0.4 0.2 1.0 -0.0164
H 0.29232 1.09416 -3.52896 0.2 0.0 0.4 0.1226
H -0.03816 -1.68200 -2.18882 0.1 0.6 -1.1 0.0709
H -0.40266 -1.26989 -4.06079 0.8 0.7 1.9 0.1151
H 1.30975 2.31886 -0.31314 -0.1 -0.1 0.0 0.1038
H 0.84664 2.64734 -2.12147 0.4 -0.4 0.5 0.1209
H 0.55243 -0.20028 -0.55172 0.8 1.2 -1.2 0.1491
```
Positions in Å, forces in eV/Å.

Relative energy (zero: lowest compared OMol25 entry of this formula, charge and spin) in kcal/mol: 64.20
E in Eh: -366.00762
Charge: +1
HOMO-LUMO gap (alpha / beta) in eV: 9.8 / 6.7
Spin multiplicity: 2



No. 3
DFT (ωB97M-V/def2-TZVPD) results for an isolated molecule of C6H13NO2 in a non-equilibrium geometry.

```
22
Properties=species:S:1:pos:R:3:forces:R:3:lowdin_charge:R:1
C -0.61991 -0.88611 0.30833 1.4 -1.8 -1.2 -0.2615
C -1.96281 -0.18735 0.12858 -6.3 -5.7 -3.0 -0.4452
C 0.57650 0.02409 0.60251 2.9 -5.2 -2.7 -0.3988
C 1.84718 -0.92593 0.79644 1.1 -0.3 -3.0 -0.0831
C 1.02523 0.84652 -0.52224 0.0 3.2 -0.1 -0.2694
C -0.03785 1.96627 -0.67946 -0.4 1.3 0.7 -0.1001
H -0.77026 -2.52261 -1.10167 -0.3 0.3 1.0 0.0807
H 0.03875 -1.36005 -1.76328 -0.3 0.1 2.5 0.1212
H -0.74027 -1.49716 1.28910 -0.1 0.6 -1.8 0.1932
H 0.26844 0.40270 1.46433 -0.4 3.1 3.6 0.0842
H 2.91464 -0.45602 0.45320 -2.6 -0.4 1.8 0.1105
H 1.83157 -1.42361 1.77926 0.4 -0.2 -0.7 0.0632
H 1.75751 -1.61399 -0.19713 0.2 0.8 3.2 0.1022
H 1.30267 0.34974 -1.51771 -0.5 0.4 1.7 0.1367
H 1.96877 1.33894 -0.06802 -1.3 -0.4 -1.4 0.1319
H -0.01882 2.60537 0.34150 0.2 -0.9 -2.7 0.1287
H -1.14213 1.68535 -0.71933 1.7 -0.1 -0.4 0.0649
H 0.18748 2.49529 -1.63429 -0.3 0.4 1.1 0.0724
H -3.13632 1.08151 1.28313 3.1 -2.2 -1.4 0.2406
N -0.12968 -1.78927 -0.78444 -1.7 0.0 -2.4 0.0026
O -2.98233 -0.75252 -0.57162 5.8 3.7 3.1 -0.0432
O -2.17837 0.61882 1.11279 -2.6 3.4 2.2 0.0682
```
Positions in Å, forces in eV/Å.

Relative energy (zero: lowest compared OMol25 entry of this formula, charge and spin) in kcal/mol: 98.19
E in Eh: -441.52353
SMILES string: CC[C@H](C)[C@H](N)C(=O)O
HOMO-LUMO gap in eV: 9.6